Entry 1
Below is a single C6H8N2O3 molecule, with properties calculated with wB97M-V/def2-TZVPD.

The geometry in ORCA input format:
```
! RIJCOSX wB97M-V def2-TZVPD def2/J DEFGRID3
* xyz 0 1
C 0.23592 -0.87574 -0.08827
C -1.06930 1.14246 -0.52308
C 1.36402 -0.26455 0.39285
C 1.38003 0.83691 1.23661
C -1.08471 -0.25824 0.12567
C -2.21969 -1.10589 -0.43972
N -0.21355 2.01148 -0.28076
N 2.64969 -0.74593 -0.10345
O 0.12685 3.15543 -0.47850
O 2.64048 -1.62879 -0.93284
O 3.64976 -0.23842 0.35032
H 0.32573 -1.70758 -0.76914
H -1.87435 1.29808 -1.22978
H 0.55708 1.05555 1.88996
H 2.29322 1.38881 1.37957
H -1.26165 -0.08898 1.19427
H -2.03560 -1.34419 -1.48542
H -3.17358 -0.59045 -0.35347
H -2.29035 -2.03996 0.11518
*
```

Output
E_HOMO (alpha / beta): -0.3429 / -0.3067 Ha

Charges computed using Löwdin, reported in e: 0.02, -0.07, -0.23, 0.13, -0.34, -0.07, -0.11, -0.36, 0.05, 0.08, 0.08, 0.12, 0.14, 0.08, 0.09, 0.14, 0.09, 0.08, 0.09

Entry 2
Below is a single C6H8N2O3 molecule, with properties calculated with wB97M-V/def2-TZVPD.

The geometry in ORCA input format:
```
! RIJCOSX wB97M-V def2-TZVPD def2/J DEFGRID3
* xyz 0 1
C 1.33078 0.57423 0.07238
C -0.86885 0.08847 0.02398
C 0.00354 -2.21445 -0.35116
C 1.89110 1.19865 -0.94582
C 1.80662 -0.68016 0.81809
C -1.93906 1.10151 -0.10093
N -1.06497 -1.16677 -0.17463
N 1.21853 -1.85922 0.07682
O -0.27805 -3.29739 -0.79319
O 3.14722 1.08268 -0.88302
O 3.18663 -0.93479 0.92609
H 1.24001 1.81520 -1.52495
H 1.30135 -0.47031 1.84227
H -1.75589 1.44946 -1.13509
H -1.87517 1.96430 0.60846
H -2.88148 0.60221 0.32767
H -1.88134 -1.71820 -0.27830
H 1.87597 -2.40923 -0.45981
H 3.48592 -0.29474 0.18756
*
```

Output
E_HOMO: -0.2948 Ha

Charges computed using Löwdin, reported in e: 0.05, -0.06, -0.48, -0.37, -0.37, -0.05, 0.15, 0.15, 0.10, -0.07, -0.01, 0.10, 0.16, 0.11, 0.09, 0.11, 0.14, 0.16, 0.10

Entry 3
Below is a single C6H8N2O3 molecule, with properties calculated with wB97M-V/def2-TZVPD.

The geometry in ORCA input format:
```
! RIJCOSX wB97M-V def2-TZVPD def2/J DEFGRID3
* xyz 0 1
C 0.15783 0.49531 -2.41838
C -0.38713 1.16830 0.93806
C 1.54085 0.08382 -0.34274
C -0.78596 -0.88793 -0.73829
C 0.79890 0.30393 0.95908
C -0.54643 -0.32012 0.88898
N 0.48184 -0.24968 -1.36516
N -1.02098 -1.19694 1.90379
O -0.82713 0.39753 -3.07109
O -0.77920 -0.83849 3.01872
O -1.70360 -2.19303 1.63261
H 0.87704 1.27888 -2.49002
H -0.60527 1.72601 1.80115
H -0.70106 1.85215 0.14533
H 2.05702 0.97953 -0.45593
H 2.29370 -0.72484 -0.35778
H -0.69843 -1.94793 -0.70875
H -1.58536 -0.36744 -1.14701
H 1.43338 0.44096 1.80744
*
```

Output
E_HOMO: -0.3715 Ha
structure (SMILES): O=CN1C[C@H]2C[C@@]2([N+](=O)[O-])C1

Charges computed using Löwdin, reported in e: -0.41, -0.01, -0.07, 0.09, -0.18, -0.21, -0.05, -0.35, 0.06, 0.11, 0.08, 0.13, 0.10, 0.13, 0.10, 0.13, 0.10, 0.09, 0.15

The energetic minimum among the shown structures is entry 3; the next structure lies 0.787 eV above.